{
  "formula": "C3H8N2",
  "method": "ωB97M-V/def2-TZVPD",
  "elements": ["C", "C", "C", "N", "N", "H", "H", "H", "H", "H", "H", "H", "H"],
  "xyz": [[-1.12238, 0.96333, 0.07966], [-0.40551, 0.12595, -0.91790], [2.17217, -0.09710, 0.29812], [-1.82331, -0.26407, 0.56128], [-1.15011, -0.93990, -0.51503], [-0.41543, 1.39366, 0.68750], [-1.95964, 1.52338, -0.43850], [-0.11941, 0.22569, -1.92044], [1.71035, 0.02043, 1.35065], [3.16484, 0.50334, 0.03113], [2.38505, -1.08341, -0.10406], [-1.44708, -0.45063, 1.47518], [-0.98954, -1.92067, -0.58760]],
  "atomic_forces_ev_per_a": [[-2.78, -0.10, -3.07], [0.79, -1.04, 0.94], [1.30, 1.18, 0.31], [0.11, 0.16, 0.05], [-0.22, -0.30, 0.20], [0.73, 1.67, 1.85], [1.34, 0.51, 0.93], [0.47, 0.51, -1.13], [1.03, -0.30, -1.90], [-2.52, -0.63, 0.87], [-0.66, -0.29, 0.40], [0.46, -0.85, 0.39], [-0.03, -0.53, 0.17]],
  "de_lowest_kcal_mol": 174.6,
  "spin_multiplicity": 1,
  "charge": 0,
  "e_lumo_ev": [1.08, 0.61]
}